Entry 1:
The following is a DFT calculation (the ωB97M-V functional and the def2-TZVPD basis) of a molecular structure, C23H17CuN8S.

Output
Lowest unoccupied orbital energy in eV: -0.957
Spin multiplicity: 1
Energy above the lowest of the compared OMol25 structures with the same formula, charge and spin in kJ/mol: 0.0
Calculated total energy in eV: -91523.759

Each line ends with the Mulliken charge.
Geometry (Å):
N  7.9650  -0.7829  2.2615  -0.619
H  2.9994  3.2351  -0.6693  0.434
N  -0.5863  -2.1428  0.8707  -0.248
H  3.9020  1.7482  0.8954  0.694
H  2.1228  -4.0422  0.3553  0.396
N  -4.6640  -0.4324  -0.5379  -0.559
H  8.3345  0.7756  0.9754  0.367
C  -4.8591  -0.6462  -1.8319  1.015
C  1.0843  -3.7727  0.5081  -0.277
C  3.8390  -0.3855  1.1723  0.806
H  5.9883  1.0654  0.2766  0.465
C  -1.0783  -4.4323  0.5904  -0.336
C  1.6598  -1.3221  0.8085  0.306
C  1.2836  2.2177  0.1655  0.163
C  1.9393  3.2781  -0.4475  -0.314
H  -2.5174  -2.8321  0.9161  0.433
C  -2.6444  0.0222  -2.2849  -0.234
C  5.2674  -0.5225  1.5499  0.630
N  -2.4275  0.2561  -0.9955  -0.159
H  4.9750  -2.1503  2.9372  0.440
C  5.6850  -1.4896  2.4579  -0.499
C  -6.2060  -1.1657  -2.2428  -1.196
H  -1.8066  0.2025  -2.9522  0.405
N  1.2962  4.3817  -0.8134  -0.612
H  -1.8073  -5.2319  0.5430  0.392
H  -0.5436  5.3130  -0.8784  0.395
H  -6.1358  -2.2224  -2.5103  0.266
N  -0.0257  2.2722  0.3944  -0.332
C  0.6984  -2.4569  0.7373  0.289
C  -0.0102  4.4186  -0.5811  -0.331
H  -6.9065  -1.0622  -1.4183  0.342
H  7.3726  -2.3189  3.4897  0.365
Cu  -0.9611  0.2558  0.9109  -0.200
H  -6.5826  -0.6310  -3.1155  0.334
C  1.9489  0.9391  0.5313  0.436
S  -3.1550  0.3130  1.5342  -0.311
C  7.0307  -1.5760  2.7780  -0.391
C  -3.4611  0.0312  -0.1454  0.260
C  -0.6807  3.3571  0.0172  -0.167
C  -1.4770  -3.1161  0.7979  -0.178
C  6.2410  0.3106  1.0094  -0.577
C  3.2954  0.8545  0.8495  -0.513
H  -1.7492  3.3693  0.1981  0.436
C  2.9961  -1.4923  1.1410  -0.536
H  3.3793  -2.4769  1.3677  0.403
N  0.1986  -4.7611  0.4398  -0.625
C  7.5621  0.1396  1.3927  -0.349
H  -4.0116  -0.5984  -3.8291  0.364
C  -3.8541  -0.4230  -2.7742  -0.835
N  1.1475  -0.1255  0.5282  -0.439

Forces on atoms 1 to 2 (eV/Å):
0.01 0.00 0.01
0.00 -0.01 0.00

=====

Entry 2:
The following is a DFT calculation (the ωB97M-V functional and the def2-TZVPD basis) of a molecular structure, C21H36I2N2O3PdSi in a non-equilibrium geometry.

Output
Lowest unoccupied orbital energy (spin up / spin down) in eV: -3.333 / -3.333
Spin multiplicity: 1
Energy above the lowest of the compared OMol25 structures with the same formula, charge and spin in kJ/mol: 171.0
Calculated total energy in eV: -59044.343

Each line ends with the Mulliken charge.
Geometry (Å):
N  0.3843  2.6168  1.3290  0.722
C  1.9194  -1.6039  4.5003  -0.432
C  -2.2743  -1.1824  -2.1019  -1.835
O  -1.0411  -1.0932  0.8558  -0.497
C  0.6374  -1.6623  3.9818  -0.670
H  2.1625  -2.1183  5.4206  0.421
H  -0.4529  -2.2646  -4.8473  0.366
C  1.0190  -4.6078  -2.1358  -2.023
H  -0.6033  0.8882  -2.7767  0.157
H  -2.0167  5.5865  0.7363  0.331
H  3.9059  -0.8090  4.1914  0.431
H  -2.9871  4.1605  0.4514  0.317
H  0.3955  -4.6750  -3.0290  0.363
N  1.3047  -0.2963  2.1436  0.514
C  1.9192  -1.9426  -3.3513  -1.571
H  -1.4181  -3.2776  -3.7670  0.318
H  1.4999  3.5126  2.7955  0.434
I  2.6950  0.5385  -1.2682  0.106
C  -0.9401  3.9624  -0.1792  -1.070
H  0.9566  -5.5732  -1.6246  0.524
H  3.2584  0.3472  2.0868  0.425
C  -0.7391  0.1298  -3.5503  -1.839
H  1.5984  -4.4560  0.4749  0.488
C  -2.0085  4.4961  0.7989  -0.647
C  -0.4958  4.3799  2.8838  -0.478
H  -2.5671  -2.1414  -1.6828  0.328
C  -1.0080  -1.2662  -2.9640  2.669
C  0.3756  -1.0069  2.7875  0.476
H  2.8778  -2.2061  -2.9078  0.438
H  2.0507  -4.4690  -2.4559  0.338
H  2.5438  -3.1823  -0.3017  0.311
H  1.2253  -2.7666  0.7975  0.415
Si  0.5580  -1.8622  -2.0883  0.251
H  -2.0144  2.9762  2.3152  0.192
H  2.0409  -1.0113  -3.8970  0.389
H  -1.5263  -4.1458  -1.4538  0.372
H  -0.1061  4.6620  -0.2641  0.349
C  0.5447  -3.5204  -1.1598  2.584
H  -1.2887  -3.1869  0.0094  0.190
H  -3.0955  -0.8349  -2.7366  0.627
C  2.5389  -0.2370  2.6503  -0.689
H  -1.3556  3.8356  -1.1766  0.353
H  -2.1838  -0.4835  -1.2700  0.075
H  -2.6383  4.5119  2.8491  0.414
H  1.6475  -2.7320  -4.0573  0.369
C  -0.3772  2.6316  0.2337  0.473
H  0.6966  1.7016  1.6340  -0.250
Pd  0.5360  -0.3615  -0.2165  0.199
H  -0.1660  -2.1985  4.4651  0.539
O  -0.6495  1.5924  -0.3920  -0.397
H  -1.6058  0.4262  -4.1494  0.486
C  -1.0000  -1.1341  2.1479  0.302
C  -1.8461  4.0550  2.2527  -0.693
H  -0.3654  5.4632  2.9473  0.337
C  1.5371  -3.4651  0.0145  -1.992
H  -0.7259  -4.8613  -0.0636  0.566
H  0.1330  0.1554  -4.2042  0.291
C  2.8927  -0.8785  3.8223  -0.697
C  -0.8352  -3.9348  -0.6365  -1.935
H  -0.4920  4.0092  3.9108  0.326
C  0.7023  3.7986  2.1107  -0.811
H  -2.1719  -1.9503  -4.6386  0.520
O  -1.9549  -1.3139  2.8762  -0.705
H  1.1411  4.5437  1.4457  0.263
C  -1.2605  -2.2539  -4.1157  -1.890
I  2.9972  3.6551  -1.1921  -0.240

Forces on atoms 1 to 2 (eV/Å):
0.14 -0.08 0.15
0.01 0.04 -0.03

=====

Entry 3:
The following is a DFT calculation (the ωB97M-V functional and the def2-TZVPD basis) of a single C8H13N5 molecule in a non-equilibrium geometry.

Output
Lowest unoccupied orbital energy in eV: 0.823
Spin multiplicity: 1
Energy above the lowest of the compared OMol25 structures with the same formula, charge and spin in kJ/mol: 395.4
Structure (SMILES): Cn1nnc([C@@H]2CN3CC[C@H]2C3)n1
Calculated total energy in eV: -15952.871

Each line ends with the Mulliken charge.
Geometry (Å):
H  -0.1137  -2.4460  -1.2912  0.264
C  -3.0282  3.3400  0.3373  -0.722
H  1.4937  1.2821  -0.0870  0.312
H  -0.8953  -1.8044  0.9458  0.441
C  1.4267  -0.4947  -1.4801  -0.844
C  1.0176  -0.6314  0.9711  -0.083
C  0.6503  -2.5238  -0.4313  -0.487
N  -1.6208  0.1337  -0.6459  -0.091
C  2.3887  -1.1176  0.5417  -0.792
H  -4.0690  3.2036  -0.2037  0.283
H  0.4854  -2.5762  1.6684  0.348
H  2.4230  -0.1802  -1.7773  0.296
H  1.1959  -3.4354  -0.1739  0.423
N  -2.2606  2.1360  -0.0980  0.861
H  3.1233  -0.3484  0.5189  0.399
H  2.8020  -1.8133  1.3383  0.297
N  -2.6888  0.9907  -0.6403  -0.756
N  1.9828  -1.7171  -0.7639  -0.474
H  1.0958  0.0471  1.9052  0.388
N  -0.8682  2.1319  0.0053  -0.663
C  0.1627  -1.9232  0.8190  -0.861
C  -0.5166  0.9131  -0.3303  -0.594
H  -2.3963  4.3316  0.0623  0.275
H  0.7487  -0.9365  -2.3899  0.407
C  0.7592  0.3584  -0.2464  1.092
H  -3.2982  3.0801  1.4460  0.281

Forces on atoms 1 to 2 (eV/Å):
1.64 -0.67 1.24
-1.34 -0.99 -0.36

=====

Entry 4:
The following is a DFT calculation (the ωB97M-V functional and the def2-TZVPD basis) of 3 unconnected molecules or ions with the total composition C2H2FO4 in a non-equilibrium geometry.

Output
Lowest unoccupied orbital energy in eV: 3.868
Spin multiplicity: 1
Energy above the lowest of the compared OMol25 structures with the same formula, charge and spin in kJ/mol: 63.3
Charge: -1
Calculated total energy in eV: -13016.211

Each line ends with the Mulliken charge.
Geometry (Å):
C  0.3395  -0.3253  0.1508  0.735
O  -0.1791  -1.5982  -0.1791  -0.501
H  2.5966  0.5085  0.1434  0.455
O  1.5056  -0.4315  0.5996  -0.740
F  3.0179  1.3925  -0.1817  -0.523
H  -1.0426  -1.7534  -0.5730  0.313
O  -0.4328  0.6288  0.0197  -0.613
O  -3.1096  1.2973  0.1842  -0.201
C  -2.6954  0.2813  -0.1638  0.076

Forces on atoms 1 to 2 (eV/Å):
-0.88 -0.78 0.05
1.13 -1.33 0.15

=====

Entry 5:
The following is a DFT calculation (the ωB97M-V functional and the def2-TZVPD basis) of a molecular structure, C4H10NO5S2 in a non-equilibrium geometry.

Output
Lowest unoccupied orbital energy in eV: -5.009
Spin multiplicity: 1
Charge: +1
Calculated total energy in eV: -37697.018

Each line ends with the Mulliken charge.
Geometry (Å):
O  -0.3829  0.6266  -0.7044  -0.216
S  -1.1069  -0.2118  0.5016  1.145
H  1.6424  2.1133  0.6201  0.465
C  3.4686  0.9814  0.3348  -1.312
O  1.4934  -1.0321  -0.9491  -0.437
H  -3.0094  -1.3776  -1.3312  0.337
O  1.2358  -3.1646  0.1166  -0.122
H  3.7809  -0.0527  0.2122  0.377
N  1.1617  -2.1117  0.4672  0.670
H  -2.7387  0.2698  -1.9246  0.327
H  3.7935  1.5490  -0.5355  0.383
S  1.2369  0.4368  -1.0221  0.505
H  -4.3209  -0.1963  -1.2980  0.361
H  3.9779  1.3865  1.2075  0.368
C  1.9620  1.0788  0.5150  -0.333
H  -2.9689  1.1617  0.3965  0.371
C  -3.2481  -0.3294  -1.1742  -1.103
C  -2.8450  0.0974  0.2154  -0.427
H  -3.3517  -0.4676  0.9948  0.404
H  1.6024  0.5045  1.3657  0.385
O  -0.7343  -1.6035  0.2673  -0.577
O  -0.6483  0.3413  1.7245  -0.571

Forces on atoms 1 to 2 (eV/Å):
-0.36 0.11 -0.21
0.58 -0.62 0.47

=====

Entry 6:
The following is a DFT calculation (the ωB97M-V functional and the def2-TZVPD basis) of a gas-phase ion, C2H2IN4 (charge +1) in a non-equilibrium geometry.

Output
Lowest unoccupied orbital energy (spin up / spin down) in eV: -5.900 / -5.899
Spin multiplicity: 1
Energy above the lowest of the compared OMol25 structures with the same formula, charge and spin in kJ/mol: 201.6
Charge: +1
Calculated total energy in eV: -16155.148

Each line ends with the Mulliken charge.
Geometry (Å):
N  1.3102  0.0437  0.8745  -0.824
N  2.3719  0.5904  0.5877  0.461
H  -0.3813  -0.9184  0.2289  0.269
H  -0.4195  0.8291  -0.1095  0.291
C  3.4615  0.7568  0.1564  0.072
N  0.8229  -0.2397  -1.2971  0.371
C  0.2415  -0.0559  -0.0482  -0.030
N  1.7358  -0.1645  -1.9334  -0.077
I  5.1552  1.7544  -0.1529  0.465

Forces on atoms 1 to 2 (eV/Å):
-1.15 -0.99 1.71
1.75 0.11 -1.69